Entry 1:
ORCA calculation (ωB97M-V/def2-TZVPD) on a 3-piece molecular cluster, C13H27N4O5S overall.

Geometry as XYZ:
```
50
Properties=species:S:1:pos:R:3:lowdin_charge:R:1
N 0.2433 -0.4293 -0.4254 0.18
C -0.1816 0.1837 -1.5602 -0.35
N 0.5098 0.4848 -2.6620 0.19
C -0.3477 1.1049 -3.4574 -0.05
N -1.5565 1.2118 -2.9083 -0.03
C -2.7933 1.7803 -3.4717 -0.09
C -3.5932 2.6706 -2.5246 -0.17
C -4.4038 2.0366 -1.3896 -0.22
S -5.3683 0.6219 -1.8602 0.60
O -6.3237 0.3183 -0.8535 -0.24
O -5.7082 0.7694 -3.2363 -0.24
O -4.1974 -0.4851 -1.7626 -0.18
N -1.4520 0.6125 -1.7101 0.20
H 0.4071 0.1172 0.4060 0.10
H 0.4036 -1.4199 -0.3890 0.12
H -0.1219 1.4946 -4.4364 0.16
H -2.4520 2.3943 -4.3023 0.14
H -3.3899 0.9677 -3.8803 0.12
H -2.9402 3.4288 -2.0886 0.13
H -4.2950 3.1973 -3.1695 0.13
H -5.1503 2.7458 -1.0281 0.12
H -3.8171 1.7527 -0.5163 0.10
H -4.5520 -1.2569 -1.2900 0.11
H -2.2193 0.4704 -1.0696 0.16
C 4.8784 -1.0650 -1.2637 -0.16
C 5.2411 -2.0665 -0.1692 -0.16
C 4.2205 -1.7243 0.9066 -0.20
O 3.0475 -1.2762 0.2154 -0.19
C 3.3602 -1.0294 -1.1613 -0.22
H 5.2240 -1.3546 -2.2545 0.12
H 5.2953 -0.0837 -1.0296 0.12
H 5.0934 -3.0885 -0.5231 0.12
H 6.2662 -1.9732 0.1841 0.12
H 4.5765 -0.9148 1.5519 0.12
H 3.9557 -2.5764 1.5331 0.12
H 2.9013 -1.8139 -1.7749 0.12
H 2.9326 -0.0713 -1.4531 0.09
C -0.0638 -1.0170 4.9341 -0.16
C 1.4110 -0.8684 4.5574 -0.16
C 1.3053 -0.2433 3.1758 -0.22
O 0.1085 0.5420 3.1632 -0.16
C -0.6677 0.2462 4.3332 -0.20
H -0.2342 -1.0916 6.0063 0.12
H -0.4880 -1.9038 4.4586 0.11
H 1.9106 -0.1845 5.2455 0.12
H 1.9590 -1.8087 4.5525 0.11
H 1.2231 -1.0155 2.4014 0.10
H 2.1542 0.3966 2.9312 0.12
H -0.6007 1.0892 5.0269 0.12
H -1.7105 0.1242 4.0381 0.11
```

## Properties
E_tot, eV: -40944.4941
Molecular weight, g mol⁻¹: 351.449
Total charge: +1
LUMO, eV: -3.1678

Entry 2:
ORCA calculation (ωB97M-V/def2-TZVPD) on one molecule with the formula C4H8O2 in a non-equilibrium geometry.

Geometry as XYZ:
```
14
Properties=species:S:1:pos:R:3:lowdin_charge:R:1
C 1.1914 1.3968 -0.0166 0.07
O -0.4498 1.4677 -0.5063 -0.10
C -0.7859 0.1734 -0.7572 -0.43
C -1.2437 -0.6858 0.4439 -0.06
C 0.1449 -1.3212 0.3216 -0.18
O 0.4776 -0.5107 -0.8066 -0.15
H 1.5830 1.9261 -0.8701 0.07
H 1.9420 0.5994 0.2487 0.10
H 0.9701 1.9556 0.8672 0.06
H -1.3306 0.0004 -1.7001 0.15
H -1.4226 -0.0943 1.3445 0.11
H -2.0791 -1.3657 0.2615 0.11
H 0.8250 -1.1863 1.1782 0.12
H 0.1776 -2.3555 -0.0088 0.11
```

## Properties
SMILES string: CO[C@@H]1CCO1
Energy relative to the best compared isomer or geometry (same formula, charge and spin), eV: 4.249
E_tot, eV: -8369.0323
Molecular weight, g mol⁻¹: 88.106
LUMO, eV: 0.9768

Entry 3:
ORCA calculation (ωB97M-V/def2-TZVPD) on C34H40F9N2O3S2Si2TcTe as an isolated structure in a non-equilibrium geometry.

Geometry as XYZ:
```
94
Properties=species:S:1:pos:R:3:lowdin_charge:R:1
Tc 0.0412 -0.2547 1.1788 1.23
C -2.1424 -0.3885 4.0674 -0.05
C -0.7689 0.1703 4.2039 -0.60
N 0.1111 0.2730 3.2328 -0.08
C 1.3274 0.7583 3.6833 -0.31
C 1.3559 1.0526 5.0048 -0.30
S -0.1590 0.6987 5.7090 1.16
C 2.3861 0.8418 2.6827 -0.31
C 3.6510 1.3023 2.8203 -0.30
S 4.4743 1.1843 1.3295 1.16
C 3.0930 0.5187 0.5846 -0.60
N 2.0720 0.3913 1.4034 -0.06
C 3.1086 0.1317 -0.8484 -0.06
H -2.3394 -0.6338 3.0289 0.04
H -2.8911 0.3221 4.4209 0.09
H -2.2380 -1.2912 4.6705 0.10
H 2.1729 1.4357 5.5892 0.09
H 4.1238 1.6998 3.6989 0.09
H 3.7450 0.8010 -1.4213 0.09
H 2.0928 0.1404 -1.2427 0.04
H 3.4980 -0.8807 -0.9612 0.10
F -2.0756 -2.3315 -3.0590 0.21
C -1.8486 -1.3574 -2.1991 -0.55
F -2.5330 -0.2747 -2.5875 0.18
F -2.3579 -1.7210 -1.0182 0.17
C -0.3434 -0.9990 -2.0329 -0.32
O -0.1767 -0.1920 -0.9881 -0.38
C 0.4672 -2.3299 -1.9196 -0.55
F -0.1581 -3.1941 -1.1182 0.18
F 0.6467 -2.9162 -3.0936 0.21
F 1.6706 -2.1059 -1.3798 0.14
C 0.1301 -0.2182 -3.2859 -0.56
F -0.2128 1.0700 -3.1352 0.13
F -0.3881 -0.6608 -4.4173 0.22
F 1.4623 -0.2498 -3.3798 0.18
O -2.3645 1.8202 -0.6261 -0.26
C -2.8060 0.8345 0.1427 -0.54
O -2.0491 0.3144 0.9770 -0.14
C -4.2053 0.4932 -0.0025 -0.18
C -5.0125 1.1920 -0.9037 0.00
C -6.3468 0.8523 -1.0220 -0.03
C -6.8678 -0.1815 -0.2526 -0.03
C -6.0616 -0.8838 0.6381 -0.03
C -4.7290 -0.5492 0.7665 0.00
H -4.5930 1.9834 -1.5080 0.12
H -6.9799 1.3843 -1.7166 0.12
H -7.9117 -0.4452 -0.3496 0.12
H -6.4761 -1.6938 1.2197 0.12
H -4.0851 -1.0892 1.4452 0.12
C -2.6065 5.7000 2.6956 -0.17
Si -2.8583 4.2398 1.5631 0.47
C -3.4813 4.8268 -0.0947 -0.17
C -4.0306 3.0085 2.3396 -0.14
C -1.1067 3.4453 1.4974 -0.43
Te -0.5078 2.3217 -0.1665 1.88
C -0.3587 3.9350 -1.4700 -0.41
Si 1.4744 4.5349 -1.5649 0.45
C 1.3829 6.2965 -2.1207 -0.16
C 2.3465 3.3608 -2.7175 -0.15
C 2.2200 4.3712 0.1551 -0.18
H -3.5423 6.2518 2.7821 0.05
H -1.8535 6.3927 2.3190 0.04
H -2.3155 5.3950 3.7008 0.04
H -4.5658 4.9156 -0.0207 0.05
H -3.2706 4.1593 -0.9329 0.01
H -3.0960 5.8190 -0.3319 0.04
H -4.6712 3.5499 3.0355 0.05
H -3.5191 2.2247 2.9053 0.03
H -4.6800 2.5213 1.6083 0.03
H -0.9803 2.7843 2.3616 0.01
H -0.3630 4.2459 1.5782 0.03
H -1.0463 4.6893 -1.0921 0.02
H -0.6799 3.5836 -2.4531 0.05
H 0.9041 6.3712 -3.0973 0.05
H 2.3742 6.7392 -2.2063 0.05
H 0.8080 6.8979 -1.4158 0.04
H 2.2829 3.6986 -3.7512 0.05
H 1.9127 2.3595 -2.6867 0.01
H 3.4032 3.2840 -2.4632 0.04
H 1.8884 5.1560 0.8369 0.04
H 3.3056 4.4463 0.0735 0.05
H 2.0237 3.4035 0.6403 -0.01
C 0.2840 -1.9385 1.5434 -0.08
C 0.4849 -3.3110 1.8278 -0.30
C -0.6146 -4.1401 2.0923 -0.03
C -0.4057 -5.4707 2.3957 -0.05
C 0.8889 -5.9770 2.4341 -0.04
C 1.9825 -5.1620 2.1645 -0.05
C 1.7872 -3.8292 1.8605 -0.02
H -1.6128 -3.7306 2.0359 0.12
H -1.2457 -6.1182 2.5996 0.12
H 1.0471 -7.0201 2.6701 0.12
H 2.9812 -5.5717 2.1875 0.12
H 2.6222 -3.1803 1.6396 0.12
```

## Properties
Energy relative to the best compared isomer or geometry (same formula, charge and spin), eV: 0.000
E_tot, eV: -116394.5232
Molecular weight, g mol⁻¹: 1041.593
Total charge: +2
LUMO, eV: -5.8116

Entry 4:
ORCA calculation (ωB97M-V/def2-TZVPD) on a 9-piece molecular cluster, C9H38N2O9 overall in a non-equilibrium geometry.

Geometry as XYZ:
```
58
Properties=species:S:1:pos:R:3:lowdin_charge:R:1
C 0.5102 -5.2088 -3.8090 -0.12
O -0.1732 -3.9974 -3.8410 -0.17
C 0.6645 -2.9095 -4.1148 -0.24
C -0.1678 -1.6555 -4.1433 -0.41
C 0.6645 -0.5025 -4.6878 -0.05
N -0.6143 -1.3578 -2.7609 0.04
H 1.1284 -5.3210 -2.9083 0.09
H 1.1478 -5.3211 -4.6981 0.09
H -0.1985 -6.0353 -3.8108 0.09
H 1.4508 -2.7721 -3.3545 0.13
H 1.1408 -3.0762 -5.0923 0.13
H -1.0466 -1.8706 -4.7613 0.15
H 0.8145 -0.6655 -5.7600 0.08
H 1.6493 -0.4973 -4.2264 0.09
H 0.1194 0.4356 -4.6152 0.08
H -1.3569 -2.0286 -2.5563 0.10
H -1.0658 -0.4471 -2.7408 0.10
C -0.5437 6.8449 2.7265 -0.12
O 0.5365 6.0408 2.3677 -0.18
C 0.1648 4.8344 1.7418 -0.22
C 0.5590 3.6627 2.6027 -0.41
C 2.0640 3.7110 2.9440 -0.05
N 0.2809 2.3903 1.8952 0.03
H -0.1571 7.7015 3.2690 0.09
H -1.2672 6.2697 3.3160 0.09
H -1.0797 7.2246 1.8435 0.09
H -0.9110 4.7925 1.5073 0.13
H 0.6597 4.8207 0.7631 0.14
H 0.0312 3.7219 3.5665 0.14
H 2.6069 4.0448 2.0583 0.08
H 2.4263 2.7191 3.2181 0.08
H 2.2632 4.3866 3.7721 0.07
H -0.7104 2.4179 1.6590 0.08
H 0.3975 1.6602 2.5900 0.08
C 0.7829 -5.0489 1.4030 -0.12
O 0.4937 -3.6702 1.7129 -0.16
H -0.1350 -5.6394 1.3545 0.07
H 1.3082 -5.1016 0.4504 0.07
H 1.3870 -5.4459 2.2177 0.08
H 0.5936 -3.1530 0.8863 0.03
O -0.4458 -1.2813 3.0251 -0.06
H -0.5154 -1.2615 3.9860 0.05
H -0.1545 -2.1831 2.8116 0.01
O 2.1377 1.1725 0.1007 -0.11
H 1.7709 0.2843 0.0444 -0.02
H 1.5479 1.6353 0.7544 -0.01
O -1.0630 0.0550 0.2238 -0.06
H -0.9760 0.0128 1.1888 0.01
H -0.3872 -0.5683 -0.0844 -0.01
O -3.0661 0.4838 3.3933 -0.07
H -3.8713 0.8523 3.0115 0.03
H -2.9087 -0.3239 2.8890 0.02
O 0.9121 -1.9363 -0.5464 -0.10
H 1.8315 -2.0094 -0.8287 0.07
H 0.3845 -1.8273 -1.4066 0.02
O -4.0731 0.5116 0.0891 -0.07
H -3.1102 0.4164 0.0141 -0.01
H -4.4318 0.0131 -0.6503 0.03
```

## Properties
SMILES string: COC[C@H](C)N.COC[C@H](C)N.CO.O.O.O.O.O.O
Energy relative to the best compared isomer or geometry (same formula, charge and spin), eV: 0.000
E_tot, eV: -31356.8215
Molecular weight, g mol⁻¹: 318.408
LUMO, eV: 0.3923

Entry 5:
ORCA calculation (ωB97M-V/def2-TZVPD) on a 3-piece molecular cluster, C45H85N3O10S overall in a non-equilibrium geometry.

Geometry as XYZ:
```
144
Properties=species:S:1:pos:R:3:lowdin_spin:R:1
C 5.4583 -4.5793 -0.5689 0.84
C 4.7162 -5.3130 -1.5367 0.76
C 3.1732 -5.6068 -1.2110 0.09
O 2.7507 -5.8825 -0.0605 0.12
O 2.2956 -5.4775 -2.3467 0.03
C 1.6075 -4.1780 -2.2610 0.00
C 0.1372 -4.4654 -1.6826 0.00
C -1.0577 -4.1706 -2.7087 0.00
C -0.9746 -2.7496 -3.4388 0.00
C -0.6676 -1.5122 -2.4099 0.00
C -1.6846 -0.3417 -2.8150 0.00
C -1.2975 1.1223 -2.2529 0.00
C 0.2681 1.4280 -2.3447 0.00
C 1.1471 1.1701 -1.0435 0.00
C 2.6972 1.4856 -1.4613 0.00
C 3.1727 2.9541 -1.0172 0.00
C 4.6512 3.1726 -1.6677 0.00
C 5.8077 2.4280 -0.8272 0.00
O 7.0096 2.1675 -1.6045 0.00
C 6.8811 1.0114 -2.4010 0.00
C 7.9558 0.7989 -3.5874 0.00
O 6.0257 0.1089 -2.2617 0.00
C -1.9812 2.1918 -3.2942 0.00
C -1.2590 2.1908 -4.7403 0.00
C -2.4218 2.1893 -5.8724 0.00
N -3.2978 3.4023 -5.8223 0.00
S -1.9290 3.8870 -2.4727 0.00
O -3.3174 4.5115 -2.3906 0.00
O -1.1197 4.8837 -3.2921 0.00
O -1.1921 3.8409 -0.9819 0.00
C -1.6425 2.7681 -0.1206 0.00
C -2.0029 1.3747 -0.8298 0.00
C -3.6403 1.3720 -0.9130 0.00
C -1.7424 0.1646 0.2396 0.00
O -1.9767 0.5863 1.6123 0.00
C -3.0244 -0.1876 2.2366 0.00
C -2.5801 -1.7154 2.5578 0.00
H 5.4219 -4.9080 0.5233 0.05
H 6.0294 -3.6618 -0.9456 0.06
H 5.0939 -5.6808 -2.5416 0.04
H 2.1497 -3.5402 -1.4654 0.00
H 1.6332 -3.6000 -3.2412 0.00
H -0.0278 -3.7846 -0.7765 0.00
H 0.0642 -5.5810 -1.4058 0.00
H -1.1142 -4.9646 -3.5477 0.00
H -2.0744 -4.2299 -2.1763 0.00
H -1.9593 -2.5195 -3.9932 0.00
H -0.1552 -2.6897 -4.2483 0.00
H 0.4342 -1.2748 -2.5512 0.00
H -0.9261 -1.9321 -1.3742 0.00
H -1.7615 -0.3726 -3.9680 0.00
H -2.7256 -0.6955 -2.4584 0.00
H 0.5259 2.4967 -2.7043 0.00
H 0.6923 0.7452 -3.1765 0.00
H 1.1546 0.0498 -0.7645 0.00
H 0.9337 1.8450 -0.1534 0.00
H 2.8061 1.2961 -2.5783 0.00
H 3.3243 0.7508 -0.8286 0.00
H 2.4995 3.7865 -1.4271 0.00
H 3.2936 3.0798 0.1132 0.00
H 4.9078 4.2863 -1.7934 0.00
H 4.6098 2.6324 -2.6852 0.00
H 5.4101 1.5095 -0.2716 0.00
H 6.1277 3.1677 -0.0005 0.00
H 8.6271 -0.1159 -3.3936 0.00
H 7.4500 0.6066 -4.5944 0.00
H 8.6642 1.6975 -3.6926 0.00
H -3.0795 1.9161 -3.5168 0.00
H -0.4939 3.0189 -4.8811 0.00
H -0.6841 1.2042 -4.9194 0.00
H -2.0208 1.9441 -6.9169 0.00
H -3.0978 1.2897 -5.5905 0.00
H -4.1676 3.1042 -5.3367 0.00
H -3.6320 3.5804 -6.7913 0.00
H -0.8468 2.6655 0.7100 0.00
H -2.5766 3.1621 0.4344 0.00
H -4.0660 0.3505 -1.1775 0.00
H -4.0578 2.2283 -1.5313 0.00
H -3.9767 1.5729 0.1749 0.00
H -2.5640 -0.6231 0.0249 0.00
H -0.7578 -0.3765 0.0778 0.00
H -3.3002 0.2643 3.2620 0.00
H -3.9697 -0.1324 1.5945 0.00
H -1.6973 -1.6995 3.2864 0.00
H -2.2506 -2.2255 1.5928 0.00
H -3.4725 -2.3224 2.9550 0.00
C -0.7584 6.1150 3.7156 0.00
C 0.7175 6.5156 3.9750 0.02
C 0.8174 8.0443 4.1618 0.01
C 0.6739 8.8260 2.8596 0.00
C 1.6423 8.3086 1.8016 0.01
C 1.5423 6.7847 1.5814 0.02
N 1.5798 6.0138 2.8610 0.33
O 2.8646 6.0131 3.3032 0.59
C 0.2470 6.4546 0.8035 0.00
C 2.6672 6.3585 0.6031 0.00
C 1.0494 5.8372 5.3293 0.00
H -1.3102 6.8588 3.1397 0.00
H -0.8254 5.1531 3.1994 0.00
H -1.3156 6.0054 4.6507 0.00
H 1.7837 8.3017 4.6128 0.00
H 0.0533 8.3860 4.8691 0.00
H -0.3551 8.7747 2.4902 0.00
H 0.8739 9.8860 3.0471 0.00
H 1.4604 8.8368 0.8600 0.00
H 2.6621 8.5752 2.1060 0.00
H 0.1069 5.3735 0.7151 0.00
H 0.2900 6.8570 -0.2136 0.00
H -0.6518 6.8826 1.2412 0.00
H 3.6638 6.6314 0.9607 0.00
H 2.5441 6.8513 -0.3665 0.00
H 2.6482 5.2793 0.4285 0.00
H 0.9894 4.7476 5.2500 0.00
H 0.3428 6.1523 6.1032 0.00
H 2.0428 6.1010 5.7023 0.00
C -3.7377 -7.6741 4.2512 0.00
C -3.1573 -6.3968 3.5897 -0.02
C -4.0608 -5.9612 2.4167 -0.01
C -3.9239 -6.8476 1.1826 0.00
C -2.4632 -6.9845 0.7671 -0.01
C -1.5449 -7.4427 1.9195 -0.02
N -1.7444 -6.6448 3.1672 -0.32
O -1.1530 -5.4359 2.9812 -0.59
C -1.7815 -8.9436 2.2086 0.00
C -0.0770 -7.4000 1.4204 0.00
C -3.2598 -5.3261 4.7065 0.00
H -4.2158 -8.3472 3.5386 0.00
H -2.9658 -8.2285 4.7920 0.00
H -4.5150 -7.4310 4.9816 0.00
H -3.8236 -4.9297 2.1274 0.00
H -5.1096 -5.9521 2.7349 0.00
H -4.3609 -7.8343 1.3659 0.00
H -4.4971 -6.4134 0.3567 0.00
H -2.3928 -7.6859 -0.0707 0.00
H -2.1212 -6.0159 0.3806 0.00
H -1.2088 -9.2695 3.0818 0.00
H -1.4562 -9.5577 1.3627 0.00
H -2.8258 -9.2040 2.3657 0.00
H 0.2189 -6.4105 1.0630 0.00
H 0.0674 -8.0841 0.5782 0.00
H 0.6169 -7.7010 2.2107 0.00
H -2.6366 -5.5912 5.5657 0.00
H -4.2910 -5.2344 5.0612 0.00
H -2.9684 -4.3290 4.3646 0.00
```

## Properties
Spin multiplicity: 3
Energy relative to the best compared isomer or geometry (same formula, charge and spin), eV: 10.335
E_tot, eV: -83808.8369
Molecular weight, g mol⁻¹: 860.253
LUMO (spin up / spin down), eV: -0.0639 / -1.8252

Entry 6:
ORCA calculation (ωB97M-V/def2-TZVPD) on a 2-piece molecular cluster, C3H10NOS overall in a non-equilibrium geometry.

Geometry as XYZ:
```
16
Properties=species:S:1:pos:R:3:lowdin_charge:R:1
C 3.5891 1.0311 0.0395 -0.53
S 2.5537 -0.0921 0.9932 0.65
C 1.1842 -0.1514 -0.2709 -0.40
H 3.5069 0.6951 -1.1006 0.06
H 4.7233 0.9501 0.1458 0.03
H 3.2877 2.0611 0.1732 0.01
H 0.3085 -0.0605 0.4342 0.00
H 1.2197 0.6692 -1.0279 0.05
H 1.4815 -1.1116 -0.6894 0.01
N -3.8907 -1.1227 -0.0978 -0.08
C -2.8702 -0.1001 0.3652 -0.65
O -1.5765 -0.0893 0.0657 -0.34
H -3.3063 -1.4059 -0.9293 0.04
H -3.8606 -2.0713 0.3637 0.03
H -3.3387 1.0047 0.1162 0.09
H -3.0113 -0.2066 1.4191 0.04
```

## Properties
Energy relative to the best compared isomer or geometry (same formula, charge and spin), eV: 3.260
E_tot, eV: -17644.1824
Molecular weight, g mol⁻¹: 108.186
Total charge: -1
LUMO, eV: 3.2951